DFT (ωB97M-V with the def2-TZVPD basis set) results for a cluster of 14 separate species, C27H79N3O14 in total in a non-equilibrium geometry.

Values from the calculation:
E ... -2293.51421 a.u.
Charge ... 0
Relative energy (zero: lowest compared OMol25 entry of this formula, charge and spin) ... 116.8 kJ/mol
LUMO level ... 0.0017 hartree
HOMO energy ... -7.7 eV

```
123
C27H79N3O14, DFT ωB97M-V with the def2-TZVPD basis set
C 2.36588 -1.98103 0.01650
C 3.24367 -2.18379 1.21666
C 3.70479 -0.78393 1.83085
C 2.69921 -0.09289 2.79364
C 2.06034 -1.02908 3.87658
C 1.54476 -2.35672 3.26342
N 2.60607 -2.98103 2.27347
O 2.24368 -4.19026 1.83556
C 1.31247 -3.31544 4.54634
C 0.22381 -2.01751 2.52582
C 4.54348 -2.81072 0.71932
H 1.83316 -2.83785 -0.39600
H 2.84921 -1.45229 -0.80504
H 1.61171 -1.25735 0.32572
H 4.59078 -0.82447 2.46447
H 3.81322 -0.10577 0.98442
H 1.93458 0.42569 2.21526
H 3.10036 0.73492 3.37838
H 1.28927 -0.52923 4.46284
H 2.75825 -1.26917 4.67869
H 1.03901 -2.56708 5.29016
H 0.48719 -4.01062 4.39231
H 2.22041 -3.87144 4.78006
H -0.06260 -2.75749 1.77850
H -0.65261 -1.92187 3.16680
H 0.26706 -1.06145 2.00412
H 4.28791 -3.66035 0.08614
H 5.17873 -3.19445 1.51763
H 5.23150 -2.17667 0.16012
H 2.91849 -4.72623 2.25859
C 1.84195 7.24343 0.66728
C 0.75759 6.43452 -0.07755
C -0.68088 7.14133 0.16193
C -0.82038 8.41153 -0.78132
C -0.66834 7.99093 -2.19691
C 0.57015 7.21875 -2.56431
N 1.03061 6.24998 -1.50104
O 2.20351 5.58724 -1.83766
C 0.25672 6.47391 -3.90152
C 1.69206 8.33058 -2.84897
C 0.47923 5.08171 0.43198
H 1.88448 8.25160 0.25512
H 2.78981 6.71339 0.57395
H 1.60413 7.43934 1.71283
H -1.53698 6.48682 -0.00183
H -0.80826 7.59909 1.14291
H -0.02662 9.10780 -0.51066
H -1.75047 8.96256 -0.64204
H -0.68237 8.96334 -2.68918
H -1.59634 7.44063 -2.35213
H 0.09304 7.27737 -4.61968
H 1.10784 5.91562 -4.29140
H -0.57715 5.77551 -3.97218
H 2.01511 8.73278 -1.88877
H 2.51353 7.82819 -3.35976
H 1.38353 9.16720 -3.47585
H 0.04573 4.45492 -0.34732
H -0.23182 5.07842 1.25812
H 1.41166 4.53392 0.56842
H 2.76774 6.27940 -2.19003
C -3.81383 -5.68987 2.85571
C -2.72324 -6.21404 1.86306
C -3.07254 -7.71349 1.61402
C -2.18063 -8.41735 0.49375
C -2.09292 -7.63792 -0.77262
C -1.87495 -6.10575 -0.70157
N -2.65103 -5.63021 0.48202
O -2.84104 -4.27701 0.41156
C -0.40748 -5.57340 -0.75627
C -2.42690 -5.52879 -2.06737
C -1.35343 -6.08364 2.66787
H -4.54514 -6.44908 3.13299
H -4.25511 -4.73339 2.57551
H -3.37471 -5.35603 3.79583
H -2.85410 -8.38316 2.44585
H -4.07830 -7.95291 1.26873
H -2.60794 -9.39320 0.26303
H -1.13709 -8.41848 0.80858
H -3.02525 -7.90915 -1.26789
H -1.31770 -8.02698 -1.43274
H 0.14511 -5.96068 -1.61228
H -0.30791 -4.49909 -0.91136
H 0.14616 -5.71367 0.17212
H -2.60490 -4.45908 -2.17752
H -1.85387 -5.85343 -2.93590
H -3.42386 -5.94381 -2.21547
H -1.09664 -5.03985 2.84859
H -0.56406 -6.44338 2.00788
H -1.30868 -6.49911 3.67459
H -2.02480 -3.77694 0.48425
O -4.68910 1.31769 -1.71613
H -4.03070 0.82411 -1.22713
H -4.25088 2.13592 -1.95002
O 0.34301 2.22169 -6.13411
H 1.17638 2.31312 -5.67219
H 0.42206 2.80438 -6.88939
O 0.38164 2.45567 2.34549
H 0.41984 1.83061 1.62156
H 0.41098 3.31414 1.92312
O -1.41379 1.40762 4.04959
H -1.34756 2.21282 3.53627
H -0.64083 1.41861 4.61408
O -1.53050 1.01433 -4.75463
H -0.83755 1.24136 -5.37471
H -1.90312 0.20221 -5.09791
O -1.53308 -0.81426 0.05666
H -1.96742 -1.21071 -0.69858
H -2.03964 -1.11617 0.81064
O 0.44280 1.29371 -0.21892
H 0.88618 1.18998 -1.06088
H -0.20681 0.59090 -0.20159
O -2.89953 -1.06572 2.99740
H -3.70683 -0.83259 3.45582
H -2.33025 -0.30476 3.11182
O 2.05724 3.39866 -3.60422
H 1.33204 3.07300 -3.07105
H 2.38132 4.16282 -3.12751
O -2.92316 -0.95046 -2.52857
H -3.42818 -0.22056 -2.88695
H -2.44715 -1.30464 -3.27970
O 4.00871 1.67267 -4.77680
H 3.93497 2.50973 -5.23520
H 3.14264 1.53131 -4.39448
```